# 1
Here is a structure of composition C22H25Cl3IrN4O4P in a non-equilibrium geometry from the OMol25 dataset. Energies are from wB97M-V/def2-TZVPD.

Geometry as XYZ:
```
60
Properties=species:S:1:pos:R:3
Ir -0.00470 0.25658 0.50351
C -2.66002 -1.51384 0.80900
N -1.31694 -1.20027 1.29039
C -0.68292 -2.06034 2.02621
C 0.63121 -1.75699 2.41689
C 1.60535 -2.39230 3.18460
C 2.71353 -1.54633 3.16647
C 2.38134 -0.42767 2.39224
N 1.12110 -0.55363 1.95616
C -2.69433 -1.83115 -0.66660
C -2.48547 -0.83650 -1.61544
C -2.43333 -1.14660 -2.96355
C -2.61743 -2.45799 -3.38094
C -2.85870 -3.45140 -2.44502
C -2.89258 -3.13757 -1.09328
H -3.31602 -0.66388 1.02093
H -3.03340 -2.37420 1.37053
H -1.16224 -2.98452 2.33956
H 1.50930 -3.34911 3.67200
H 3.66181 -1.70294 3.65332
H 2.96977 0.44711 2.17664
H -2.35351 0.19347 -1.30374
H -2.23568 -0.36443 -3.68471
H -2.56925 -2.70574 -4.43346
H -3.00645 -4.47491 -2.76437
H -3.05351 -3.92264 -0.36283
Cl 1.32869 -3.04874 -3.40124
C 1.94253 -2.99771 -1.72996
Cl 1.08744 -4.21923 -0.76912
Cl 3.66760 -3.35984 -1.71594
C 1.69087 -1.53578 -1.21277
O 2.50062 -0.68065 -1.50689
O 0.58303 -1.42806 -0.59269
C -0.02759 3.37571 2.08420
P -0.98748 1.86325 1.81305
C -2.61594 2.49737 1.32373
C -1.25140 1.23644 3.49682
H -0.45575 3.94212 2.91266
H -0.04126 3.99135 1.18373
H 1.00602 3.10920 2.30460
H -2.92438 3.25536 2.04444
H -3.35534 1.69710 1.30233
H -2.56170 2.94266 0.33012
H -1.60088 2.03580 4.15122
H -0.30276 0.84437 3.86468
H -1.97847 0.42498 3.48993
C 1.37871 2.02528 -3.80956
N 1.79546 2.23740 -2.43091
C 2.96231 2.86953 -2.08744
C 3.36102 2.96535 -0.81250
C 2.58648 2.34292 0.25742
O 2.90853 2.41569 1.43664
N 1.45572 1.67413 -0.16369
C 1.05776 1.67113 -1.43805
O -0.04697 1.12156 -1.67751
H 2.07271 2.54569 -4.46438
H 0.37116 2.40753 -3.96056
H 1.38624 0.95949 -4.03548
H 3.52142 3.29555 -2.90908
H 4.26868 3.48081 -0.54231
```

The charge is 0. The HOMO-LUMO gap comes out at 0.29778 Ha. The value obtained for the LUMO energy is 0.21 eV. The energy relative to the best compared isomer or geometry (same formula, charge and spin) is 0.502 eV.

Here are the Löwdin charges for atoms 1 to 6, given in e: Ir 1.28; C -0.16; N -0.14; C -0.08; C -0.33; C -0.03


# 2
Here is a structure of composition C22H25ClGeN3O2SSeTc in a non-equilibrium geometry from the OMol25 dataset. Energies are from wB97M-V/def2-TZVPD.

Geometry as XYZ:
```
57
Properties=species:S:1:pos:R:3
Tc -0.45721 -0.19146 0.33345
N -4.42541 -0.33128 -0.60696
C -4.52629 0.97465 -0.12824
C -5.61910 1.79438 0.11072
C -5.34642 3.05633 0.60584
C -4.03324 3.49603 0.82800
C -2.94525 2.67774 0.59700
C -3.21144 1.39251 0.13155
N -2.36618 0.33427 -0.19223
C -3.14287 -0.67472 -0.62460
C -2.45922 -1.88666 -1.01192
C -2.85618 -3.06485 -1.55613
S -1.51393 -4.09729 -1.79376
C -0.47624 -2.93100 -1.14331
N -1.09052 -1.82347 -0.78602
H -5.20834 -0.90863 -0.88414
H -6.63547 1.47424 -0.07654
H -6.16829 3.72257 0.82859
H -3.87595 4.50525 1.18338
H -1.93083 3.02359 0.75098
H -3.85181 -3.37093 -1.84092
H 0.59062 -3.08027 -1.04689
C 5.28844 0.79573 -1.55887
Ge 3.69848 0.91256 -2.70354
C 4.04014 2.01487 -4.28660
C 2.79005 -0.79085 -3.10651
C 2.30522 1.98675 -1.53807
Se 0.50511 1.40425 -1.30006
C -0.18993 1.38002 -3.11057
H 5.97429 0.09327 -2.03325
H 5.05091 0.44254 -0.55715
H 5.77224 1.76900 -1.50192
H 4.87039 1.56521 -4.83189
H 4.33088 3.02238 -3.99244
H 3.17345 2.05445 -4.94488
H 3.54553 -1.56356 -3.24745
H 2.22006 -0.71394 -4.03231
H 2.13503 -1.09010 -2.28519
H 2.23484 2.96411 -2.02273
H 2.72342 2.12141 -0.54011
H 0.16210 0.48168 -3.61292
H 0.16979 2.26895 -3.62375
H -1.27622 1.39254 -3.05772
Cl 1.80103 -2.90230 7.86946
C 1.35163 -2.43768 6.30333
C 2.34440 -2.18449 5.34650
C 1.98598 -1.78643 4.08342
C 0.62664 -1.64749 3.75368
C -0.36437 -1.91850 4.71379
C -0.00593 -2.30850 5.97915
C 0.24095 -1.22280 2.44315
O 1.07639 -0.78552 1.54470
O -0.98759 -1.19641 2.03778
H 3.38414 -2.30224 5.61772
H 2.74214 -1.58409 3.33611
H -1.40963 -1.80835 4.45694
H -0.76046 -2.51745 6.72435
```

The charge is +3. The HOMO-LUMO gap (alpha / beta) comes out at 0.24307 / 0.12016 Ha. The value obtained for the LUMO energy (alpha / beta) is -9.67 / -13.13 eV. The spin multiplicity is 4.

Here are the Löwdin charges for atoms 1 to 6, given in e: Tc 1.31; N 0.23; C -0.15; C 0.02; C -0.03; C -0.04


# 3
Here is a cluster of 5 separate species, C22H25ClN6O5 in total in a non-equilibrium geometry from the OMol25 dataset. Energies are from wB97M-V/def2-TZVPD.

Geometry as XYZ:
```
59
Properties=species:S:1:pos:R:3
O -2.00820 -2.29234 -1.67421
C -2.66092 -1.24865 -1.77821
N -3.22289 -0.05358 -1.89074
C -3.06331 0.72333 -0.61402
C -1.57533 1.31392 -0.73626
O -1.17739 2.14635 0.40418
N 0.18340 2.23296 0.38180
O 0.65421 1.65081 1.31741
C -3.41673 -0.23634 0.64644
O -2.66988 -0.66991 1.55394
O -4.85104 -0.40415 0.45786
C -5.46138 0.71037 -0.30496
C -4.24767 1.80658 -0.33621
Cl -4.39537 3.25333 -1.44102
H -1.52858 1.99274 -1.67882
H -0.75798 0.50048 -0.84904
H -6.30407 1.09555 0.38389
H -5.79534 0.41866 -1.37805
H -4.11519 2.03631 0.79413
C 4.67152 4.57647 0.97102
C 3.50441 3.79436 0.78451
C 3.69438 2.60919 1.45208
N 4.93648 2.64520 2.03153
C 5.53623 3.84369 1.74720
H 4.85791 5.56679 0.58152
H 2.62226 4.06858 0.22421
H 3.05625 1.74566 1.56380
H 5.34472 1.90625 2.58166
H 6.52424 4.07003 2.11955
C -2.71453 -5.17193 3.49488
C -2.83471 -4.04917 2.63841
C -1.96574 -3.08902 3.09710
N -1.32879 -3.58920 4.20173
C -1.77546 -4.86070 4.44815
H -3.25430 -6.10503 3.42142
H -3.48470 -3.95409 1.78051
H -1.74718 -2.09581 2.73463
H -0.63855 -3.09852 4.74751
H -1.38864 -5.43179 5.27907
C 3.41352 -3.00042 1.07731
C 3.71245 -2.56617 -0.23778
C 4.25307 -1.30688 -0.14050
N 4.28728 -0.96306 1.18473
C 3.78206 -1.99233 1.93465
H 2.97801 -3.94631 1.36515
H 3.55063 -3.11447 -1.15455
H 4.61420 -0.62704 -0.89787
H 4.63083 -0.08999 1.55066
H 3.72725 -1.91781 3.01058
C 0.38311 0.92118 -5.71016
C -0.12564 0.11306 -4.66335
C -1.28888 0.69756 -4.22281
N -1.49799 1.83149 -4.96270
C -0.48616 1.97224 -5.87525
H 1.28479 0.75215 -6.28078
H 0.31040 -0.79633 -4.27511
H -1.98396 0.40583 -3.44723
H -2.27568 2.46316 -4.85316
H -0.47139 2.80676 -6.56040
```

The charge is 0. The HOMO-LUMO gap comes out at 0.27025 Ha. The value obtained for the LUMO energy is -0.53 eV.

Here are the Löwdin charges for atoms 1 to 6, given in e: O 0.17; C -0.14; N 0.12; C -0.33; C -0.09; O -0.13


# 4
Here is a structure of composition C22H25ClOPSm in a non-equilibrium geometry from the OMol25 dataset. Energies are from wB97M-V/def2-TZVPD.

Geometry as XYZ:
```
51
Properties=species:S:1:pos:R:3
Sm -1.71815 0.64384 0.27039
Cl -3.41617 -1.14074 0.71927
P 0.66679 -0.68998 -0.70439
C 2.19842 0.15409 -0.23946
C 2.93933 0.92446 -1.15371
C 3.96035 1.75660 -0.68548
C 4.25111 1.83365 0.68344
C 3.51940 1.05714 1.59279
C 2.50760 0.21619 1.13584
C 0.77562 -2.42828 -0.17921
C -0.42896 -3.15939 -0.15283
C -0.50631 -4.39089 0.50129
C 0.64151 -4.93877 1.09169
C 1.85357 -4.24530 1.02270
C 1.92682 -2.99460 0.39635
C 0.38146 -0.75604 -2.50686
C -0.74621 -0.10380 -3.04595
C -1.07629 -0.29574 -4.38554
C -0.28233 -1.10035 -5.21044
C 0.86168 -1.71520 -4.68013
C 1.19698 -1.54554 -3.33238
H -1.32805 -2.72090 -0.57729
H -1.46501 -4.90884 0.56449
H 0.57544 -5.89640 1.61248
H 2.75055 -4.66929 1.48672
H 2.86052 -2.43561 0.39283
H 2.70462 0.87212 -2.21960
H 4.53115 2.36069 -1.39292
H 5.03670 2.50077 1.04281
H 3.73733 1.11881 2.65997
H 1.93199 -0.38230 1.84697
H -1.36448 0.58326 -2.43968
H -1.96369 0.19384 -4.79797
H -0.54648 -1.23655 -6.26336
H 1.49571 -2.32505 -5.32650
H 2.08830 -2.02507 -2.91737
H -0.45716 2.32593 -0.21444
H -0.74985 2.14618 -0.98026
C -2.73901 3.44252 3.70598
C -3.88678 3.49762 2.69160
C -3.48582 2.60700 1.50784
O -2.23404 1.94804 1.93940
C -2.01137 2.14324 3.39791
H -2.06564 4.30044 3.56953
H -3.11046 3.46869 4.73223
H -4.10213 4.51712 2.36958
H -4.79447 3.07737 3.12892
H -4.22273 1.81408 1.30951
H -3.28382 3.17900 0.58701
H -0.93441 2.13299 3.54856
H -2.47314 1.28895 3.89769
```

The charge is +2. The HOMO-LUMO gap (alpha / beta) comes out at 0.20289 / 0.24648 Ha. The value obtained for the LUMO energy (alpha / beta) is -8.79 / -7.59 eV. The spin multiplicity is 6.

Here are the Löwdin charges for atoms 1 to 6, given in e: Sm 1.32; Cl -0.07; P 0.96; C -0.40; C -0.07; C -0.05